C24H58MnP2Si4Te | ωB97M-V with the def2-TZVPD basis set

Each line ends with the Mulliken spin population.
Cartesian coordinates (Å):
P1 -0.97575 -2.49872 -4.44090  -0.18
P2 -0.09042 0.99273 -4.54867  0.03
C1 -1.35744 -1.24837 -5.73162  -0.05
C2 -0.19852 -0.27463 -5.95375  0.05
H1 -2.24860 -0.69024 -5.37708  -0.01
H2 -1.64641 -1.74609 -6.67022  -0.01
H3 0.78604 -0.77614 -6.02273  0.00
H4 -0.38257 0.31937 -6.86636  0.00
C3 -1.74943 1.79727 -4.68050  0.15
H5 -1.70266 2.81582 -4.25449  0.00
H6 -2.48815 1.18719 -4.13465  -0.02
H7 -1.97525 1.84699 -5.76416  0.00
C4 0.66907 2.22129 -5.74350  0.00
H8 -0.09416 2.55905 -6.45440  0.00
H9 1.48102 1.77832 -6.32967  0.00
H10 1.05756 3.10770 -5.24213  0.00
C5 -2.25677 -3.79503 -4.20232  0.12
H11 -2.96151 -3.32126 -3.45156  -0.08
H12 -1.86899 -4.77783 -3.88775  -0.01
H13 -2.85728 -3.92977 -5.11244  0.01
C6 0.69030 -3.09326 -4.45256  0.02
H14 1.41311 -2.27445 -4.57209  0.01
H15 0.81314 -3.82142 -5.26344  0.01
H16 0.90741 -3.56076 -3.48361  -0.01
Mn1 -1.91136 -2.03649 -2.64715  2.28
C7 1.56759 3.29071 -2.55010  -0.07
C8 0.41190 2.59941 -2.73580  0.07
C9 0.07780 1.39622 -1.77779  0.16
C10 0.79711 0.04214 -2.10520  0.00
C11 2.14828 0.18400 -2.72825  0.76
C12 2.28310 0.76344 -3.96312  0.76
C13 3.17155 2.02245 -3.93834  0.08
C14 2.97410 2.83491 -2.65822  0.04
C15 -0.84935 -3.11496 -1.15698  -0.10
H17 1.44751 4.33487 -2.26369  0.00
H18 -0.49955 3.19384 -2.95943  0.00
H19 -1.02643 1.24513 -1.80646  -0.02
H20 0.30403 1.61997 -0.71166  -0.01
H21 0.99776 -0.50385 -1.17462  -0.06
H22 0.13016 -0.70679 -2.66827  0.06
H23 3.01077 -0.30538 -2.22611  -0.05
H24 2.36834 0.16990 -4.90175  0.03
H25 2.94478 2.67047 -4.78209  0.00
H26 4.22480 1.71459 -4.04886  0.03
H27 3.33367 2.22460 -1.81824  -0.02
H28 3.61601 3.72962 -2.63956  0.00
H29 -0.31974 -2.38127 -0.51288  0.01
H30 -0.19445 -3.82116 -1.72287  0.02
H31 -1.69276 -3.58319 -0.62410  0.01
C16 -0.64195 3.47660 4.15898  0.00
Si1 -1.51674 1.91254 4.72612  0.02
C17 -1.44654 1.70882 6.58991  0.00
C18 -3.28768 1.90911 4.09545  0.00
Si2 -0.33943 0.14156 3.78677  0.10
Te1 -1.30806 -0.57735 1.70676  0.66
Si3 1.95585 0.19796 4.16478  0.01
C19 2.17801 0.14730 6.02968  0.00
C20 2.77220 -1.26949 3.32326  0.00
C21 2.60219 1.79929 3.42904  0.01
Si4 -1.33727 -1.96127 4.15504  0.05
C22 -1.17127 -2.07028 6.07176  0.10
C23 -3.16386 -2.25834 3.81021  0.05
C24 -0.31036 -3.39197 3.47811  0.02
H32 -1.30459 4.32922 4.36849  0.00
H33 -0.44072 3.45732 3.07892  0.00
H34 0.30902 3.63495 4.68417  0.00
H35 -1.77237 2.66008 7.03521  0.00
H36 -2.12515 0.91999 6.93919  0.00
H37 -0.43835 1.48607 6.96182  0.00
H38 -3.34878 1.59283 3.04573  0.00
H39 -3.92552 1.24320 4.69241  0.00
H40 -3.68082 2.93393 4.17830  0.00
H41 1.67612 -0.70821 6.50046  0.00
H42 3.25854 0.05680 6.21722  0.00
H43 1.82202 1.06754 6.51197  0.00
H44 2.36468 -1.44038 2.31725  0.00
H45 3.84442 -1.04041 3.22819  0.00
H46 2.66180 -2.19475 3.90439  0.00
H47 2.17348 1.99275 2.43596  0.00
H48 2.39382 2.66389 4.07232  0.00
H49 3.69154 1.69564 3.31895  0.00
H50 -1.79147 -1.33915 6.60587  -0.01
H51 -1.52076 -3.07253 6.36423  0.00
H52 -0.14203 -1.96626 6.43741  -0.01
H53 -3.50351 -1.90591 2.82505  -0.02
H54 -3.33793 -3.34491 3.86284  0.00
H55 -3.78407 -1.78097 4.58267  0.00
H56 -0.21945 -3.37497 2.38477  -0.01
H57 0.69825 -3.40914 3.91315  0.00
H58 -0.82258 -4.32207 3.76933  0.00

Atoms 1-2, force components in eV/Å:
P -0.740 1.157 1.012
P 0.955 1.038 -2.583

Output
Multiplicity: 6
⟨S²⟩: 9.097


CH3N4Si | ωB97M-V with the def2-TZVPD basis set

Each line ends with the natural charge from an NBO analysis.
Cartesian coordinates (Å):
N1 -0.65536 -1.85404 -2.70518  -0.57
C1 -0.20345 -1.41966 -1.66953  0.43
N2 0.32117 -0.64715 -0.76033  -0.65
N3 1.24621 0.42047 -0.78531  0.03
N4 1.30852 1.07914 0.19274  -0.51
Si1 -0.25029 0.72387 1.23965  0.78
H1 0.62366 -0.35527 1.82363  -0.15
H2 -1.53686 -0.05135 0.85673  -0.17
H3 -0.85359 2.10399 1.80759  -0.19

Atoms 1-2, force components in eV/Å:
N 1.027 0.340 3.526
C 0.149 1.389 -4.590

Output
Total charge: -1
Multiplicity: 1


C4H8N2O | ωB97M-V with the def2-TZVPD basis set

Each line ends with the natural charge from an NBO analysis.
Cartesian coordinates (Å):
C1 -0.67577 -1.70956 0.49625  -0.65
C2 -0.10301 -0.87589 -0.64668  0.09
O1 -1.17411 0.03089 -1.04585  -0.52
C3 -0.52456 0.98918 -0.32049  0.53
N1 -0.90316 1.70038 0.64532  -0.73
C4 0.85795 0.55203 -0.55057  -0.10
N2 1.79431 1.11395 0.36633  -0.83
H1 -0.94043 -1.10995 1.37072  0.22
H2 -0.03463 -2.53117 0.81732  0.22
H3 -1.61605 -2.16475 0.15177  0.23
H4 0.17005 -1.51676 -1.48736  0.19
H5 -1.86089 1.50841 0.92025  0.36
H6 1.21695 0.59930 -1.57918  0.21
H7 2.51577 1.65272 -0.10228  0.37
H8 1.27757 1.76122 0.96448  0.39

Atoms 1-2, force components in eV/Å:
C 0.201 0.020 0.189
C 0.298 -0.405 -0.058

Output
Multiplicity: 1


C3H5NO2 | ωB97M-V with the def2-TZVPD basis set

Each line ends with the natural charge from an NBO analysis.
Cartesian coordinates (Å):
H1 -2.27229 -0.88345 0.65683  0.35
N1 -1.69845 -0.12228 1.02045  -0.63
C1 -0.55735 -0.11976 0.49169  0.55
C2 0.50801 0.87742 0.83986  -0.71
O1 -0.16348 -1.12100 -0.39622  -0.53
C3 0.59836 -0.77056 -1.46715  0.64
O2 1.36149 -1.53550 -1.97761  -0.52
H2 0.62898 1.61586 0.04025  0.23
H3 1.46953 0.37039 0.96748  0.23
H4 0.22417 1.39228 1.75995  0.25
H5 0.39468 0.25295 -1.82758  0.11

Atoms 1-2, force components in eV/Å:
H 0.049 0.017 0.004
N 0.344 -0.096 -0.227

Output
Multiplicity: 1


Listing calculated total energy for the structures above in their given order: -114519.774, -14920.916, -9303.550, -8776.687 eV.